Model 1:
The ion C4H7N2S with charge +1. Source: OMol25; level of theory: ωB97M-V/def2-TZVPD.

Output
* Kohn-Sham gap: 9.07 eV
* HOMO: -13.1238 eV
* SMILES: CN(C#[NH+])/C=C\S
* total charge: +1

Last column: Mulliken charge in e.
CARTESIAN COORDINATES (ANGSTROEM)
C (0.480, 0.058, -1.057)  -0.5018
C (1.809, 0.277, -0.839)  -0.1728
C (-1.313, -0.987, -0.019)  0.4308
C (-0.701, 1.180, 0.852)  -0.7099
N (-0.548, 0.016, -0.049)  -0.0138
N (-1.826, -2.024, 0.096)  -0.0514
S (2.639, 0.158, 0.722)  -0.1260
H (0.155, -0.095, -2.047)  0.3974
H (2.503, 0.508, -1.696)  0.3212
H (0.228, 1.467, 1.241)  0.3343
H (-1.155, 2.027, 0.408)  0.3139
H (-1.447, 0.743, 1.569)  0.3148
H (1.737, -0.751, 0.949)  0.1640
H (-2.562, -2.577, -0.129)  0.2992

***

Model 2:
The ion C4H7N2S with charge +1. Source: OMol25; level of theory: ωB97M-V/def2-TZVPD.

Output
* Kohn-Sham gap (alpha / beta): 5.07 / 6.60 eV
* HOMO (alpha / beta): -13.0810 / -13.1020 eV
* total charge: +1

Last column: Mulliken charge in e.
CARTESIAN COORDINATES (ANGSTROEM)
C (0.237, 0.065, -0.228)  1.0441
C (-1.216, 0.261, -0.689)  -0.4120
C (1.434, -0.009, 1.861)  0.0690
C (1.281, 0.211, -1.110)  -1.1752
N (0.410, -0.010, 1.098)  -0.4449
N (-2.217, -0.642, -0.293)  -0.2378
S (3.066, 0.000, 1.455)  0.0261
H (-1.251, 1.142, -0.096)  0.3061
H (-1.166, 0.324, -1.766)  0.3726
H (1.169, 0.008, 2.944)  0.3476
H (2.272, 0.258, -0.853)  0.2171
H (1.050, 0.565, -2.095)  0.2302
H (-2.300, -0.917, 0.751)  0.3365
H (-2.769, -1.256, -0.979)  0.3206

***

model 1 ends up most stable, edging out the next structure by 2.393 eV.